# C16H32BO12Ti

A structure of composition C16H32BO12Ti (wB97M-V/def2-TZVPD, the OMol25 dataset).

Values from the calculation:
⟨S²⟩: 3.751
F_max (eV Å⁻¹): 3.844
HOMO-LUMO gap (alpha / beta) (eV): 5.026 / 8.681
Total energy (eV): -65475.074
Energy above the lowest of the compared OMol25 structures with the same formula, charge and spin (kcal per mole): 48.1
M (g/mol): 475.10
Net charge: 0
Spin multiplicity: 4

Last column: Mulliken charge in e.
Atoms and positions in Å:
Ti -0.89314 16.88796 18.15974  0.323
O 5.13414 19.56192 12.26460  -0.584
C 4.44518 19.91642 13.18717  0.617
O 4.33363 19.21278 14.30423  -0.471
B 3.35440 19.95486 15.18420  1.014
O 3.19215 21.26927 14.48769  -0.492
C 3.76856 21.29090 13.31429  0.625
O 3.72116 22.18154 12.44695  -0.622
O 3.95585 20.14196 16.54987  -0.524
C 3.15618 19.58208 17.40095  0.435
O 3.27487 19.64146 18.60843  -0.598
C 1.99819 18.92365 16.60283  0.337
O 2.02603 19.31009 15.33096  -0.541
O 1.11983 18.12864 17.04115  -0.202
C 2.24134 15.02220 21.04175  -1.208
C 1.71977 15.26663 19.59760  0.598
C 1.88116 14.13547 18.69827  -1.312
O 0.39968 15.66772 19.59370  -0.129
H 2.87773 14.13744 21.02392  0.442
H 1.39262 14.76083 21.67377  0.287
H 2.76749 15.88305 21.45429  0.296
H 2.23484 16.14963 19.21931  0.073
H 2.96085 14.00406 18.62680  0.452
H 1.37522 14.26726 17.74185  -0.038
H 1.59735 13.22062 19.21847  0.458
H -0.04415 14.93130 20.02068  0.167
C 0.07925 19.74341 20.37615  -1.072
C -0.88829 18.73857 20.94045  0.927
C -1.65130 19.16581 22.14622  -1.679
O -1.76156 18.32629 19.94797  -0.380
H 0.62719 19.36330 19.51396  0.013
H 0.72920 20.09349 21.17809  0.417
H -0.59362 20.57259 20.15752  0.337
H -0.30927 17.84655 21.17948  -0.043
H -2.31042 18.39709 22.54962  0.447
H -2.16550 20.09141 21.88744  0.367
H -1.03284 19.46518 22.99238  0.397
H -2.49890 17.80204 20.26907  0.235
C -0.54387 13.13399 15.75424  -1.320
C -1.42576 14.43799 15.89291  0.492
C -2.37838 14.37175 17.08671  -1.173
O -0.57751 15.55157 16.22131  -0.028
H -0.20660 13.00279 14.72607  0.425
H -1.28007 12.33459 15.83838  0.406
H 0.22153 13.01997 16.52188  0.240
H -1.89689 14.65720 14.93475  0.356
H -1.85256 14.43406 18.03946  0.091
H -2.85183 13.42214 17.33608  0.481
H -3.14669 15.14492 17.08918  0.202
H -0.02649 15.61183 15.43751  0.129
C -3.54915 18.32493 14.94290  -1.585
C -2.45090 18.50834 16.02259  0.881
C -2.32482 19.94531 16.47717  -1.256
O -2.77417 17.68563 17.10307  -0.116
H -3.30389 18.86429 14.02801  0.414
H -4.54311 18.73295 15.12642  0.386
H -3.66091 17.28501 14.63601  0.350
H -1.46701 18.27707 15.61446  0.090
H -2.08690 20.69295 15.72051  0.425
H -1.53442 20.07953 17.21566  0.164
H -3.20722 20.26001 17.03432  0.332
H -3.60886 18.01584 17.44344  0.244

Cartesian forces, eV/Å:
Ti -0.35 0.33 0.16
O -0.69 0.28 0.17
C 2.25 -0.42 -1.42
O -1.89 0.63 1.08
B 1.79 1.20 -1.54
O -0.64 0.17 1.10
C -0.45 1.54 -2.65
O 0.23 -2.59 2.83
O -0.66 -0.24 -1.51
C 0.03 0.31 1.98
O -0.64 -0.66 -1.19
C -3.10 -2.26 0.19
O 1.05 -0.43 1.89
O 2.15 2.06 -0.59
C -0.37 -0.44 -0.81
C 1.98 1.96 0.93
C 1.34 -1.52 -0.10
O -2.00 0.42 0.57
H 0.29 0.18 0.18
H -0.05 0.11 0.19
H -0.10 -0.14 -0.02
H 0.30 -0.06 -0.24
H 0.11 -0.11 -0.78
H 0.26 -0.03 0.12
H -0.61 -0.26 -0.20
H -0.92 0.19 0.05
C -1.16 0.54 0.61
C 1.78 -1.67 1.33
C 0.06 1.13 0.76
O -0.94 -0.01 -2.57
H 0.02 0.22 0.07
H 0.29 -0.19 -0.22
H 0.43 0.48 -0.69
H 0.29 -0.24 0.46
H -0.25 0.03 -0.33
H -0.62 -0.11 0.05
H 0.43 -0.19 -0.12
H 0.05 -0.18 0.36
C -1.98 0.51 -0.42
C 0.78 -1.26 1.43
C -0.45 -0.60 0.28
O 0.12 0.08 -0.51
H 0.65 0.32 0.16
H 0.16 -0.34 0.30
H -0.09 0.15 -0.24
H -0.37 -0.13 0.11
H 0.70 0.75 0.00
H -0.34 -0.28 -1.06
H 0.11 0.01 -0.15
H 0.61 0.75 0.17
C 0.61 0.25 -0.87
C -0.87 1.64 -2.09
C 0.11 0.75 0.92
O 0.60 -0.95 0.85
H 0.49 0.03 -0.06
H -0.01 -0.06 0.92
H 0.06 -0.11 0.25
H -0.09 -0.81 0.08
H -0.30 -0.33 -0.37
H 0.30 -0.42 0.06
H -0.40 0.11 -0.26
H -0.08 -0.09 0.42